1.
ORCA calculation (ωB97M-V/def2-TZVPD) on a molecular structure, H8KO4.

XYZ file:
```
13
Properties=species:S:1:pos:R:3:lowdin_charge:R:1
H -3.049 -0.798 -0.088 0.07
H -2.209 -1.493 -1.161 0.06
O 0.704 1.387 1.796 -0.08
H -1.788 1.121 -1.923 0.02
H 2.666 -2.645 1.427 0.07
K 0.582 -0.221 -0.658 0.96
O 2.148 -1.864 1.192 -0.09
H 1.522 0.920 1.996 0.03
H -0.956 1.652 -3.115 0.06
H 2.810 -1.161 1.187 0.04
O -2.315 -0.652 -0.699 -0.08
H 0.813 2.251 2.210 0.06
O -0.928 1.502 -2.163 -0.12
```

net charge	+1
HOMO level	-15.45	eV
DFT total energy	-24640.8054	eV
multiplicity	1
Kohn-Sham gap	0.4388	Eh
relative energy (zero: lowest compared OMol25 entry of this formula, charge and spin)	0.402	eV

***

2.
ORCA calculation (ωB97M-V/def2-TZVPD) on a molecular structure, H8LiO4 in a non-equilibrium geometry.

XYZ file:
```
13
Properties=species:S:1:pos:R:3:lowdin_charge:R:1
O 0.557 -1.854 -0.352 -0.17
H -0.269 0.318 2.760 -0.06
O -1.410 0.743 -1.167 -0.18
O -0.408 0.272 1.942 0.01
H 1.251 -2.519 0.055 0.13
O 1.911 1.094 -0.381 -0.08
H -2.351 0.716 -0.727 0.12
H -0.372 -2.277 -0.223 0.10
Li 0.134 0.248 0.098 0.73
H -1.339 -0.065 1.912 0.11
H 1.930 2.020 -0.410 0.03
H 1.994 0.757 -1.333 0.11
H -1.634 0.548 -2.180 0.14
```

net charge	+1
HOMO level	-16.14	eV
DFT total energy	-8520.2369	eV
multiplicity	1
Kohn-Sham gap	0.4547	Eh
relative energy (zero: lowest compared OMol25 entry of this formula, charge and spin)	1.597	eV

***

Which of these has the highest DFT total energy? H8LiO4

***

Which value of net charge does entry 2 give? +1